[1]
This record from the OMol25 dataset describes a structure of composition C59H69CsF3N10S2Sb2 at a distorted geometry. The level of theory is ωB97M-V/def2-TZVPD.

CARTESIAN COORDINATES (ANGSTROEM)
Cs (-0.23, -0.46, -0.02)
Sb (1.76, 2.64, -0.04)
Sb (-3.32, 1.66, -0.40)
S (-1.08, -0.03, 2.91)
S (-5.32, -2.58, 1.57)
F (0.71, -0.62, 6.40)
F (-1.34, -0.22, 5.86)
F (-0.85, -2.01, 6.96)
N (5.42, -1.82, 0.92)
N (1.33, -3.67, -1.25)
N (-2.79, -1.18, -2.45)
N (1.40, -6.10, -1.43)
N (-0.57, -5.01, -1.34)
N (3.03, -1.64, 0.48)
N (-0.07, -2.40, 2.35)
N (4.00, -1.15, 2.54)
N (-3.32, -1.58, 0.37)
N (-4.45, -2.54, -3.01)
C (-0.43, -1.19, 5.95)
C (-0.42, -1.55, 3.36)
C (6.23, -1.54, 2.10)
C (2.77, -3.47, -1.20)
C (0.74, -4.06, 3.87)
C (2.86, 6.98, 0.21)
C (-3.27, 4.31, 3.18)
C (-3.53, 2.52, 1.57)
C (-3.77, -1.83, 1.55)
C (1.77, 1.92, -2.67)
C (-3.98, -2.68, -5.51)
C (-6.97, 2.62, -2.72)
C (3.07, 1.23, -3.10)
C (-3.98, 1.70, 2.60)
C (0.48, -3.58, 2.60)
C (2.55, 5.10, -1.80)
C (-4.20, -2.00, -0.60)
C (3.34, 1.36, -4.61)
C (2.52, 5.66, 0.52)
C (-6.38, 2.29, -0.03)
C (0.81, -4.83, -1.35)
C (-5.36, 2.15, -0.97)
C (2.89, 6.41, -2.12)
C (3.03, 3.34, 2.78)
C (-0.98, 3.30, -1.47)
C (-5.34, -2.57, -0.14)
C (-7.97, 2.77, -1.78)
C (2.36, 4.70, -0.48)
C (-2.51, 3.38, -1.42)
C (-3.81, -1.86, -2.01)
C (-0.87, -6.39, -1.02)
C (5.83, -3.03, 0.23)
C (0.68, 3.07, 3.06)
C (-5.67, 2.31, -2.32)
C (5.30, -0.71, 2.98)
C (3.20, 3.44, 4.16)
C (2.83, -0.46, 3.04)
C (-0.34, 3.22, -0.08)
C (0.84, 3.13, 4.45)
C (3.09, -2.01, -0.91)
C (-1.85, -0.94, -4.77)
C (-4.08, 2.17, 3.90)
C (-1.41, -3.98, -0.78)
C (-2.03, -1.35, -6.07)
C (3.05, 7.36, -1.12)
C (4.06, -1.58, 1.22)
C (-3.17, 3.84, 1.88)
C (-3.79, -2.27, -4.19)
C (-7.68, 2.60, -0.43)
C (-2.74, -1.42, -3.81)
C (-3.72, 3.48, 4.20)
C (2.56, -6.31, -2.28)
C (1.77, 3.16, 2.19)
C (0.35, -7.10, -1.59)
C (2.10, 3.32, 5.00)
C (-3.08, -2.20, -6.44)
C (-0.18, -1.99, 4.70)
C (0.40, -3.23, 4.92)
C (4.29, 1.74, -2.32)
H (3.22, -4.10, -0.43)
H (2.93, 0.63, 2.95)
H (-6.19, -2.95, -0.69)
H (2.97, 7.70, 1.00)
H (-1.12, -3.02, -1.19)
H (4.19, 3.58, 4.58)
H (4.32, 2.84, -2.35)
H (-1.03, -0.28, -4.48)
H (-0.94, -6.54, 0.07)
H (-8.98, 3.03, -2.09)
H (0.91, 1.26, -2.85)
H (-2.80, 4.50, 1.11)
H (-4.42, 1.51, 4.69)
H (3.43, -5.78, -1.92)
H (2.44, 4.38, -2.60)
H (6.51, -2.47, 2.61)
H (-8.46, 2.72, 0.32)
H (1.20, -5.03, 4.03)
H (5.24, 1.37, -2.75)
H (-7.19, 2.75, -3.77)
H (-0.69, 2.42, -2.06)
H (2.98, 0.16, -2.89)
H (2.33, -1.42, -1.42)
H (4.05, -1.74, -1.37)
H (2.36, 5.40, 1.56)
H (-2.97, 5.33, 3.40)
H (-0.40, 4.18, 0.44)
H (-3.78, 3.84, 5.22)
H (6.87, -2.92, -0.09)
H (7.14, -1.00, 1.83)
H (-3.23, -1.57, 2.47)
H (1.96, -0.77, 2.47)
H (5.23, -3.21, -0.66)
H (0.59, -3.54, 5.94)
H (3.03, 6.70, -3.16)
H (2.51, 0.97, -5.19)
H (1.60, 2.83, -3.27)
H (-4.24, 0.67, 2.39)
H (4.24, 1.44, -1.28)
H (3.32, 8.38, -1.36)
H (0.19, -7.34, -2.64)
H (4.26, 0.84, -4.91)
H (-0.88, 2.49, 0.54)
H (-2.45, -4.19, -1.05)
H (-4.79, -3.34, -5.79)
H (2.68, -0.71, 4.09)
H (-1.34, -0.99, -6.84)
H (2.79, -7.38, -2.27)
H (-3.18, -2.50, -7.48)
H (3.46, 2.42, -4.87)
H (-2.93, 3.36, -2.43)
H (5.43, 0.37, 2.81)
H (2.22, 3.37, 6.08)
H (3.91, 3.40, 2.14)
H (-0.57, 4.16, -2.01)
H (-6.17, 2.18, 1.03)
H (-2.87, 4.29, -0.94)
H (-0.32, 2.91, 2.68)
H (5.76, -3.91, 0.88)
H (5.44, -0.90, 4.04)
H (3.23, -3.72, -2.16)
H (-0.03, 3.01, 5.09)
H (0.60, -8.01, -1.05)
H (2.37, -6.02, -3.32)
H (-1.80, -6.72, -1.47)
H (-5.26, -3.13, -2.90)
H (-1.33, -3.93, 0.32)
H (0.75, -4.17, 1.72)
H (-4.91, 2.18, -3.07)

## Properties
Maximum force in eV Å⁻¹: 1.1
E_tot in Ha: -4433.81551
Energy relative to the best compared isomer or geometry (same formula, charge and spin) in eV: 0.9613
HOMO level in eV: -2.691
Net charge: -1
Orbital gap in eV: 4.15

Here are the Löwdin charges for atoms 1 to 8, given in e: 0.649 1.386 1.480 0.485 1.025 0.119 0.115 0.089


[2]
This record from the OMol25 dataset describes a cluster of 2 separate species, C2H4N2O2S in total at a distorted geometry. The level of theory is ωB97M-V/def2-TZVPD.

CARTESIAN COORDINATES (ANGSTROEM)
S (0.00, 2.06, -0.22)
O (-0.95, -1.56, -0.90)
O (2.82, 0.12, 0.98)
N (-0.81, -0.61, 1.13)
N (-0.28, 0.59, -0.91)
C (-0.76, -0.43, -0.18)
C (2.50, -0.16, -0.08)
H (-1.28, -1.45, 1.44)
H (-0.31, -1.35, -1.66)
H (0.08, 2.62, -1.42)
H (-1.02, 0.17, 1.81)

## Properties
Maximum force in eV Å⁻¹: 3.4
E_tot in Ha: -736.61405
Energy relative to the best compared isomer or geometry (same formula, charge and spin) in eV: 0.0000
HOMO level (alpha / beta) in eV: -3.988 / -10.228
Net charge: 0
⟨S²⟩: 2.006
Orbital gap (alpha / beta) in eV: 4.71 / 8.25
2S+1: 3

Here are the Löwdin charges for atoms 1 to 8, given in e: 0.615 0.055 0.009 0.164 -0.369 -0.658 -0.018 0.110


[3]
This record from the OMol25 dataset describes an isolated molecule of C6H10 at a distorted geometry. The level of theory is ωB97M-V/def2-TZVPD.

CARTESIAN COORDINATES (ANGSTROEM)
C (-0.36, -0.65, 0.21)
C (0.33, 0.80, -1.64)
C (-1.85, -0.39, 0.24)
C (0.16, -1.79, 0.64)
C (0.51, 0.40, -0.39)
C (1.43, 1.12, 0.53)
H (-2.09, 0.67, 0.22)
H (2.17, 0.49, 1.04)
H (1.22, -1.95, 0.61)
H (-0.41, -2.58, 1.12)
H (0.89, 1.63, 1.34)
H (0.88, 1.62, -2.08)
H (-2.28, -0.76, -0.68)
H (2.02, 1.91, 0.04)
H (-2.31, -0.80, 1.14)
H (-0.33, 0.29, -2.33)

## Properties
Structure (SMILES): C=C(C)C(=C)C
Maximum force in eV Å⁻¹: 1.2
E_tot in Ha: -234.56718
Energy relative to the best compared isomer or geometry (same formula, charge and spin) in eV: 0.9613
HOMO level in eV: -9.086
Net charge: 0
Orbital gap in eV: 10.15

Here are the Löwdin charges for atoms 1 to 8, given in e: -0.345 0.047 -0.058 0.049 -0.358 -0.066 0.078 0.080


[4]
This record from the OMol25 dataset describes a structure of composition C35H37AsN4O2PPdS4Te. The level of theory is ωB97M-V/def2-TZVPD.

CARTESIAN COORDINATES (ANGSTROEM)
Te (-2.71, 2.74, -3.85)
Pd (-1.92, 0.16, 0.11)
As (-3.68, 0.67, 2.69)
S (-4.35, 2.67, 2.76)
S (-1.47, 0.60, 2.48)
S (-4.16, -0.22, 0.67)
S (-4.35, -0.70, 4.15)
P (-1.08, -2.72, -0.36)
O (0.16, 0.07, -0.56)
O (1.65, -2.15, 0.42)
N (-1.37, -5.47, 0.31)
N (-1.86, -3.88, 2.07)
N (-1.49, 2.23, -0.48)
N (-3.43, -4.17, 0.24)
C (-1.25, 4.63, 1.58)
C (4.78, -1.00, -0.68)
C (-0.58, -4.53, -0.51)
C (-1.27, -5.15, 1.74)
C (-0.86, 6.95, 1.08)
C (-3.24, -3.83, 1.74)
C (0.77, 2.14, 0.42)
C (-1.25, 0.05, -3.76)
C (0.99, 0.75, 0.12)
C (4.38, -2.84, 0.80)
C (-1.13, -2.74, 1.51)
C (1.13, -0.28, -3.61)
C (6.53, -2.59, -0.24)
C (1.31, 1.09, -3.56)
C (-0.16, -0.80, -3.70)
C (2.22, 0.17, 0.56)
C (-0.06, 5.25, -0.42)
C (1.77, 2.86, 1.06)
C (-0.59, 4.27, 0.41)
C (-2.72, 2.98, -0.75)
C (-3.51, 2.37, -1.89)
C (6.07, -1.45, -0.90)
C (3.92, -1.69, 0.17)
C (2.99, 2.31, 1.44)
C (2.49, -1.27, 0.38)
C (-2.75, -5.50, -0.05)
C (4.03, 3.15, 2.14)
C (0.22, 1.95, -3.61)
C (5.68, -3.28, 0.61)
C (-1.07, 1.43, -3.71)
C (-1.39, 5.97, 1.91)
C (-0.20, 6.59, -0.09)
C (-2.88, -3.10, -0.66)
C (-0.49, 2.81, 0.07)
C (3.19, 0.97, 1.18)
H (-0.65, -4.83, -1.56)
H (4.13, 0.51, 1.49)
H (0.37, 3.02, -3.56)
H (-3.65, -2.83, 1.89)
H (4.29, 4.04, 1.55)
H (1.59, 3.91, 1.28)
H (-0.97, 8.00, 1.34)
H (0.45, 4.96, -1.33)
H (-4.51, 2.81, -1.92)
H (-0.22, -5.13, 2.01)
H (0.47, -4.61, -0.21)
H (-2.25, -0.35, -3.83)
H (-4.44, -4.26, 0.08)
H (3.68, 3.50, 3.11)
H (-3.00, -3.45, -1.69)
H (-3.81, -4.58, 2.28)
H (-3.63, 1.30, -1.78)
H (6.73, -0.91, -1.57)
H (7.55, -2.92, -0.39)
H (-0.09, -2.78, 1.84)
H (-1.92, 6.24, 2.81)
H (-2.87, -5.68, -1.12)
H (6.03, -4.17, 1.12)
H (-2.49, 4.02, -0.98)
H (-3.33, 2.97, 0.16)
H (2.31, 1.50, -3.46)
H (-1.70, 3.85, 2.20)
H (-3.48, -2.21, -0.50)
H (-1.55, -1.82, 1.90)
H (4.42, -0.10, -1.17)
H (0.21, 7.36, -0.74)
H (3.70, -3.39, 1.44)
H (-1.77, -5.95, 2.30)
H (-0.31, -1.87, -3.70)
H (4.95, 2.58, 2.30)
H (1.98, -0.95, -3.55)
H (-3.28, -6.26, 0.52)

## Properties
Maximum force in eV Å⁻¹: 0.9
E_tot in Ha: -6291.27518
Energy relative to the best compared isomer or geometry (same formula, charge and spin) in eV: 0.0000
HOMO level (alpha / beta) in eV: -4.049 / -4.047
Net charge: -1
⟨S²⟩: 2.010
Orbital gap (alpha / beta) in eV: 5.67 / 5.66
2S+1: 3

Here are the Löwdin charges for atoms 1 to 8, given in e: 1.219 0.468 -0.515 -0.143 0.105 0.010 -0.208 1.037


- Which formula does entry 4 have?
  C35H37AsN4O2PPdS4Te